(1)
The following is a quantum chemistry calculation of an isolated molecule of C4H8OS2, from the OMol25 dataset.

```
15
Properties=species:S:1:pos:R:3:forces:R:3:mulliken_charge:R:1
C -1.68199 0.29184 0.71934 0.112 0.132 -2.660 -0.34
C -2.66811 -0.01345 -0.49995 1.351 2.487 0.121 -0.04
O -3.52941 0.79784 -0.76086 -0.040 -0.627 0.735 -0.46
C -0.57489 -0.70467 1.13032 -2.167 0.244 0.555 -0.64
S 0.56361 -1.22949 -0.11979 1.111 2.922 -0.634 -0.07
S 1.52754 0.96954 -0.56765 -1.597 -2.600 0.362 -0.05
C 3.12276 0.27287 -0.92934 1.874 0.561 0.467 -0.75
H -1.09323 1.20041 0.40432 -1.132 -0.430 0.252 0.14
H -2.44489 0.53561 1.43811 0.393 0.224 1.080 0.35
H -2.43895 -0.70812 -1.28362 0.349 -1.392 -0.162 0.39
H -1.13772 -1.61980 1.36316 0.597 -0.133 0.533 0.34
H -0.12688 -0.21766 2.00831 0.279 -0.791 -0.163 0.32
H 3.04871 -0.77883 -1.19699 0.017 0.249 -0.545 0.25
H 3.76681 0.29096 -0.02831 -0.392 0.010 -0.304 0.28
H 3.66664 0.91296 -1.67703 -0.754 -0.855 0.362 0.29
```
Positions in Å, forces in eV/Å.

Calculated values
- SMILES: CSSCCC=O
- Orbital gap: 7.77 eV
- Energy: -1028.7542 hartree
- LUMO level: -1.0 eV
- HOMO energy: -8.8 eV


(2)
The following is a quantum chemistry calculation of a cluster of 2 separate species, C2H9NOS in total, from the OMol25 dataset.

```
14
Properties=species:S:1:pos:R:3:forces:R:3:mulliken_charge:R:1
C 1.15091 1.53408 0.56730 -0.236 0.273 -0.916 -0.25
C -0.03757 2.33246 1.09058 -0.791 -0.172 1.320 -0.76
S -1.44581 1.23786 1.56255 0.300 -0.361 0.027 -0.23
N 0.75803 0.66218 -0.56114 0.366 0.320 0.680 -0.49
H 1.61292 0.87660 1.30801 -0.080 0.498 0.348 0.23
H 1.85840 2.31046 0.23891 0.215 -0.511 0.094 0.26
H -0.46390 3.06323 0.40386 0.428 -0.202 -0.340 0.35
H 0.10587 2.86977 2.03501 0.793 -0.014 -0.362 0.35
H -2.32921 1.96926 0.92403 -0.687 0.194 -0.247 0.13
H 1.13680 0.96250 -1.44276 -0.260 0.151 -0.140 0.22
H -0.24926 0.59003 -0.55239 -0.045 -0.177 -0.466 0.20
H -0.72306 -6.87582 -1.81618 -0.580 -0.608 0.292 0.31
H -0.30369 -5.54487 -2.06255 0.003 0.962 -0.031 0.32
O -1.07042 -5.98774 -1.69525 0.575 -0.354 -0.259 -0.63
```
Positions in Å, forces in eV/Å.

Calculated values
- SMILES: NCCS.O
- Orbital gap: 10.01 eV
- Energy: -609.7510 hartree
- LUMO level: 0.9 eV
- HOMO energy: -9.1 eV


(3)
The following is a quantum chemistry calculation of a structure of composition C30H51CrN8O3P, from the OMol25 dataset.

```
94
Properties=species:S:1:pos:R:3:forces:R:3:lowdin_spin:R:1
Cr -0.01304 -0.25941 0.26035 -0.804 -0.169 -0.051 0.97
N 0.30990 -2.22391 0.86057 0.069 0.008 -0.029 0.00
C 1.00248 -2.26209 2.15778 0.002 -0.014 0.031 0.00
C 2.09705 -1.20828 2.13401 0.032 -0.003 0.011 0.00
N 1.58219 0.07965 1.60505 0.082 0.002 0.004 -0.01
C 1.21554 1.09003 2.61592 -0.004 -0.021 0.055 0.00
C -0.13247 0.71849 3.18950 0.008 -0.013 -0.032 0.00
N -1.00863 0.35060 2.05150 0.074 0.296 0.160 0.00
H -0.61467 -2.64870 0.88731 -0.028 -0.041 0.008 0.00
H 0.85610 -2.70146 0.14997 0.009 -0.009 -0.026 0.00
H 1.43294 -3.24161 2.37012 -0.005 -0.013 0.001 0.00
H 0.26830 -2.05994 2.93624 -0.012 0.011 -0.003 0.00
H 2.89113 -1.53834 1.46324 0.001 0.006 -0.004 0.00
H 2.53482 -1.07644 3.12586 0.003 0.009 -0.006 0.00
H 2.29687 0.47872 1.00454 -0.030 0.008 -0.027 0.00
H 1.14253 2.03660 2.08934 0.004 0.069 -0.040 0.00
H 1.97707 1.17399 3.39460 0.007 -0.005 0.000 0.00
H -0.55999 1.53637 3.76837 0.010 0.009 0.010 0.00
H -0.04291 -0.13803 3.85646 -0.030 -0.005 0.012 0.00
H -1.56754 1.16165 1.77653 0.067 -0.099 -0.012 0.00
H -1.68772 -0.34437 2.34362 0.016 -0.083 -0.051 0.00
O 1.55941 -0.29878 -0.90110 0.148 0.056 0.004 0.01
N 1.39069 -0.37973 -2.18152 -0.011 0.008 -0.018 -0.01
N 0.18235 -0.56926 -2.46879 0.012 -0.003 0.030 0.00
O -0.71112 -0.68912 -1.51526 0.207 0.013 -0.083 0.02
C -0.25638 -0.66512 -3.83665 -0.017 0.007 -0.089 0.00
C 0.64453 -0.42267 -4.86603 -0.001 0.006 0.048 0.00
C 0.18391 -0.48508 -6.16953 -0.001 -0.005 -0.001 0.00
C -1.14806 -0.78304 -6.43133 -0.003 -0.003 -0.011 0.00
C -2.02626 -1.02567 -5.38646 -0.015 0.007 -0.020 0.00
C -1.58693 -0.96655 -4.07224 0.006 0.003 0.057 0.00
H 1.67833 -0.19731 -4.64845 0.000 0.007 -0.005 0.00
H 0.87016 -0.30128 -6.98506 -0.002 -0.001 0.007 0.00
H -1.49877 -0.82964 -7.45360 0.002 0.002 0.009 0.00
H -3.06171 -1.26288 -5.59008 0.006 0.001 0.006 0.00
H -2.25440 -1.15411 -3.24374 -0.005 0.006 -0.003 0.00
N -2.32527 -1.49824 0.45575 0.147 0.243 0.107 0.00
C -3.32620 -0.93751 0.69663 -0.294 0.008 -0.109 0.00
N -4.44104 -0.33135 0.96111 0.342 -0.087 -0.028 0.00
C -4.24990 0.84286 1.54091 -0.069 0.095 0.165 0.00
N -4.06992 1.88146 2.03161 0.029 -0.137 -0.036 0.00
O -0.20944 1.78519 -0.15940 -0.051 -0.073 -0.014 0.01
P -0.87398 2.93253 -0.94156 0.065 0.063 0.114 0.00
C -2.67949 2.70837 -0.81485 0.003 0.018 -0.054 0.00
C -3.26336 1.55433 -1.64176 -0.009 -0.029 -0.064 0.00
C -3.70736 1.96262 -3.04507 0.026 -0.019 -0.018 0.00
C -4.66297 3.15491 -3.00422 0.007 0.001 0.012 0.00
C -4.08433 4.33912 -2.23001 -0.019 -0.040 0.018 0.00
C -3.62883 3.91724 -0.83797 -0.013 -0.001 -0.015 0.00
C -0.19282 2.80995 -2.63925 -0.035 -0.022 0.016 0.00
C 1.34827 2.74685 -2.63294 0.018 -0.011 -0.020 0.00
C 2.02524 4.09433 -2.86508 0.011 0.006 0.003 0.00
C 1.55107 4.72808 -4.16700 -0.006 0.010 0.007 0.00
C 0.04226 4.93721 -4.13670 0.012 -0.012 0.001 0.00
C -0.70868 3.64365 -3.82934 0.055 0.035 -0.019 0.00
C -0.54541 4.47518 -0.03532 -0.018 -0.006 -0.033 0.00
C 0.84573 4.54147 0.62878 0.054 -0.023 -0.008 0.00
C 1.23126 5.99215 0.96004 0.003 -0.005 -0.002 0.00
C -0.00432 6.78854 1.37069 0.007 -0.004 0.001 0.00
C -0.97519 6.92857 0.18408 0.003 -0.011 -0.008 0.00
C -0.80422 5.77220 -0.80890 -0.009 0.012 -0.027 0.00
H -2.68653 2.37537 0.23138 0.031 0.041 0.001 0.00
H -4.14550 1.20684 -1.09630 0.007 -0.021 -0.035 0.00
H -2.57162 0.70899 -1.67689 -0.026 0.028 -0.001 0.00
H -4.20526 1.11226 -3.51756 0.001 -0.001 0.006 0.00
H -2.84122 2.18818 -3.67361 -0.060 -0.033 0.032 0.00
H -5.58915 2.84105 -2.51140 0.002 -0.002 -0.009 0.00
H -4.93589 3.46017 -4.01620 0.009 -0.006 0.001 0.00
H -4.84085 5.12086 -2.13536 0.009 -0.003 0.005 0.00
H -3.25747 4.79104 -2.78307 0.054 -0.003 -0.058 0.00
H -4.50727 3.59499 -0.26986 0.009 0.011 0.014 0.00
H -3.21788 4.76188 -0.28430 -0.006 -0.002 0.004 0.00
H -0.55754 1.79120 -2.83030 -0.001 -0.034 0.020 0.00
H 1.64596 2.08155 -3.45105 0.001 -0.001 0.003 0.00
H 1.70867 2.28050 -1.71504 -0.009 -0.004 0.004 0.00
H 3.10649 3.94293 -2.88491 0.003 0.017 0.008 0.00
H 1.82402 4.77729 -2.03227 -0.010 -0.022 -0.035 0.00
H 1.81347 4.07065 -5.00343 0.004 -0.002 0.007 0.00
H 2.06186 5.67668 -4.33987 -0.002 -0.001 -0.004 0.00
H -0.30871 5.31445 -5.09930 0.002 -0.006 0.000 0.00
H -0.20327 5.70599 -3.40462 -0.010 0.013 0.011 0.00
H -0.60786 2.98921 -4.70329 -0.012 0.002 -0.001 0.00
H -1.77074 3.84645 -3.73611 -0.039 0.042 0.018 0.00
H -1.29593 4.41992 0.76529 -0.004 -0.018 -0.009 0.00
H 1.60979 4.08082 -0.00305 -0.024 0.001 0.044 0.00
H 0.81300 3.96789 1.55447 0.005 -0.033 0.038 0.00
H 1.70056 6.46641 0.09350 0.000 0.004 0.001 0.00
H 1.97990 5.99788 1.75332 0.003 -0.007 -0.005 0.00
H 0.27537 7.77184 1.74807 0.002 -0.002 -0.001 0.00
H -0.49589 6.27213 2.20088 0.000 0.001 0.001 0.00
H -0.79964 7.87107 -0.33772 -0.007 -0.003 0.000 0.00
H -2.00558 6.95852 0.54606 0.000 -0.005 -0.004 0.00
H 0.05852 5.96973 -1.44476 -0.004 -0.016 0.001 0.00
H -1.66748 5.70218 -1.47281 0.012 0.010 0.012 0.00
```
Positions in Å, forces in eV/Å.

Calculated values
- Orbital gap (alpha / beta): 7.55 / 8.06 eV
- 2S+1: 2
- Expectation value of S²: 0.7598
- Energy: -3223.1454 hartree
- LUMO level (alpha / beta): -3.4 / -2.9 eV
- Net charge: +1
- HOMO energy (alpha / beta): -11.0 / -11.0 eV